(1)
# C4H6EuO2

A structure of composition C4H6EuO2 at a distorted geometry (ωB97M-V/def2-TZVPD, the Open Molecules 2025 dataset).

Computed properties:
Total energy   -1016.5623 hartree
Relative energy (zero: lowest compared OMol25 entry of this formula, charge and spin)   80.04 kcal/mol
Strongest force on any atom   4.30 eV Å⁻¹
2S+1   8

Each line ends with the Mulliken charge.
CARTESIAN COORDINATES (ANGSTROEM)
O -1.420 -2.066 -0.390  -0.711
C -0.404 -1.464 -1.153  -0.377
C 0.379 -0.381 -0.406  -0.672
O -0.177 0.935 -0.644  -0.283
C -0.140 1.769 0.434  0.194
C 0.441 1.264 1.557  -1.046
Eu -1.349 -1.489 1.529  1.186
H -0.834 -1.015 -2.072  0.241
H 0.328 -2.232 -1.479  0.220
H 1.427 -0.403 -0.736  0.269
H 0.062 2.791 0.096  0.334
H 0.403 1.932 2.420  0.282
H 1.283 0.359 0.843  0.363

***

(2)
# C2HFMgO2

A structure of composition C2HFMgO2 at a distorted geometry (ωB97M-V/def2-TZVPD, the Open Molecules 2025 dataset).

Computed properties:
Total energy   -526.9979 hartree
Relative energy (zero: lowest compared OMol25 entry of this formula, charge and spin)   49.20 kcal/mol
Strongest force on any atom   7.69 eV Å⁻¹

Each line ends with the Mulliken charge.
CARTESIAN COORDINATES (ANGSTROEM)
C 0.649 1.309 0.106  -0.177
H -0.098 2.017 -0.285  0.337
F 1.069 1.889 1.339  -0.212
O 0.927 -0.222 -0.208  -0.071
C -0.232 -0.469 -0.685  0.344
O -1.410 -0.032 -0.843  -0.364
Mg -1.383 -1.627 0.678  0.142

***

(3)
# C6H27B3NO2Sn

A structure of composition C6H27B3NO2Sn at a distorted geometry (ωB97M-V/def2-TZVPD, the Open Molecules 2025 dataset).

Computed properties:
Charge   -1
Total energy   -738.2858 hartree
Relative energy (zero: lowest compared OMol25 entry of this formula, charge and spin)   255.69 kcal/mol
Strongest force on any atom   5.66 eV Å⁻¹

Each line ends with the Mulliken charge.
CARTESIAN COORDINATES (ANGSTROEM)
Sn -0.462 1.034 0.603  -0.624
B -0.992 -0.173 2.338  1.781
H -0.684 0.841 2.542  -0.254
H -0.336 -0.642 1.622  -1.610
H -1.014 -0.726 3.265  -0.274
H -2.025 -0.164 2.027  -0.191
B 1.126 2.450 -0.056  1.122
H 0.188 2.488 -0.589  -0.334
H 1.013 2.471 1.016  -0.125
H 1.558 1.486 -0.275  -0.594
H 1.766 3.276 -0.325  -0.264
B -1.682 -1.345 0.719  0.305
H -2.548 -1.184 1.343  -0.150
H -1.216 -0.408 0.460  -0.036
H -1.043 -2.006 1.283  -0.252
H -1.988 -1.805 -0.208  -0.460
C 1.412 -1.634 2.566  -0.607
O 2.048 -0.544 1.971  -0.257
C 2.574 -0.725 0.677  -0.756
C 1.622 -1.322 -0.439  -0.768
N 0.742 -0.223 -0.944  -0.056
C -0.312 -0.781 -1.793  -0.310
C -0.976 0.307 -2.532  -0.778
O -1.548 1.293 -1.722  -0.119
C -2.065 2.425 -2.424  -0.989
H 0.438 -1.863 2.132  0.419
H 1.158 -1.376 3.594  0.331
H 1.938 -2.586 2.630  0.340
H 3.459 -1.337 0.851  0.423
H 2.971 0.217 0.298  0.343
H 0.947 -2.013 0.065  0.413
H 2.159 -1.850 -1.227  0.524
H 1.399 0.296 -1.510  0.511
H -1.074 -1.261 -1.179  -0.228
H 0.142 -1.508 -2.466  0.597
H -1.622 -0.057 -3.331  0.527
H -0.240 0.794 -3.172  0.433
H -2.998 2.146 -2.914  0.335
H -1.426 2.849 -3.198  0.340
H -2.408 3.162 -1.698  0.290

***

(4)
# C34H56NP2S4Sc

A structure of composition C34H56NP2S4Sc (ωB97M-V/def2-TZVPD, the Open Molecules 2025 dataset).

Computed properties:
Charge   +2
Total energy   -4419.7533 hartree
Relative energy (zero: lowest compared OMol25 entry of this formula, charge and spin)   3.40 kcal/mol
Strongest force on any atom   0.64 eV Å⁻¹

Each line ends with the Mulliken charge.
CARTESIAN COORDINATES (ANGSTROEM)
Sc -0.743 0.423 -0.375  -2.481
C -3.735 -0.455 -2.171  -0.871
C -3.182 0.701 -2.993  -1.082
S -1.370 0.657 -2.977  0.781
C -0.852 2.138 -3.875  -1.158
C -1.124 3.456 -3.181  -0.644
S -0.162 3.628 -1.642  0.164
C -1.255 4.802 -0.767  -1.110
C -2.092 4.166 0.343  -0.408
S -2.581 2.515 -0.216  0.323
C -3.826 1.930 0.954  -0.680
C -4.501 0.727 0.306  -1.167
S -3.330 -0.502 -0.394  0.307
H -3.379 -1.412 -2.543  0.217
H -4.823 -0.475 -2.247  0.697
H -3.533 1.661 -2.614  0.537
H -3.511 0.585 -4.028  0.691
H -1.328 2.103 -4.856  0.598
H 0.219 1.982 -4.028  0.262
H -2.182 3.547 -2.938  0.397
H -0.861 4.270 -3.858  0.556
H -1.897 5.250 -1.524  0.438
H -0.635 5.597 -0.353  0.505
H -2.992 4.749 0.541  0.696
H -1.517 4.087 1.256  -0.016
H -4.560 2.715 1.137  0.706
H -3.359 1.660 1.903  0.062
H -5.142 1.046 -0.514  0.458
H -5.117 0.197 1.031  0.630
C -1.641 -1.893 2.655  -1.135
C -1.551 -0.557 3.396  0.788
C -1.147 -0.839 4.844  -1.766
P -0.510 0.588 2.380  0.785
C -0.569 2.304 3.060  0.951
C 0.535 3.112 2.368  -1.905
C -0.469 2.471 4.575  -1.845
C 1.227 0.088 2.509  0.528
C 1.930 -0.090 3.701  -0.938
C 3.287 -0.391 3.711  0.085
C 4.031 -0.605 4.996  -1.727
C 3.935 -0.490 2.479  -1.100
C 3.267 -0.302 1.283  -0.808
C 1.903 -0.015 1.281  0.255
N 1.160 0.210 0.100  1.872
C 1.803 0.114 -1.167  -0.361
C 2.765 1.036 -1.582  -0.014
C 3.361 0.904 -2.819  -0.858
C 3.004 -0.138 -3.688  -0.015
C 3.657 -0.269 -5.033  -1.711
C 2.027 -1.036 -3.278  -1.343
C 1.422 -0.933 -2.024  0.165
P 0.074 -1.982 -1.369  2.529
C -0.427 -3.206 -2.675  0.553
C 0.662 -4.228 -3.025  -1.517
C -0.995 -2.607 -3.959  -1.067
C 0.788 -2.968 0.034  2.448
C -0.160 -4.108 0.416  -1.603
C 2.239 -3.429 -0.114  -1.566
H -2.302 -2.576 3.187  0.661
H -0.656 -2.362 2.611  0.234
H -2.020 -1.793 1.635  -0.200
H -2.540 -0.077 3.392  0.508
H -0.263 -1.472 4.876  0.372
H -1.953 -1.389 5.331  0.507
H -0.955 0.053 5.433  0.317
H -1.550 2.680 2.745  0.378
H 1.515 2.782 2.713  0.403
H 0.439 4.170 2.618  0.617
H 0.521 3.009 1.276  0.215
H 0.448 2.036 4.969  0.255
H -1.320 2.040 5.098  0.422
H -0.448 3.536 4.811  0.505
H 1.421 0.022 4.647  0.323
H 3.452 -0.259 5.851  0.382
H 4.981 -0.071 4.992  0.401
H 4.252 -1.662 5.147  0.331
H 4.993 -0.719 2.454  0.463
H 3.810 -0.380 0.351  0.425
H 3.051 1.837 -0.912  0.705
H 4.122 1.610 -3.122  0.514
H 4.716 -0.024 -4.979  0.422
H 3.200 0.413 -5.752  0.294
H 3.558 -1.280 -5.424  0.390
H 1.756 -1.840 -3.950  0.252
H -1.246 -3.745 -2.177  0.558
H 0.349 -4.784 -3.911  0.559
H 0.817 -4.951 -2.233  0.304
H 1.623 -3.768 -3.247  0.202
H -0.276 -1.983 -4.490  0.092
H -1.876 -2.006 -3.795  -0.040
H -1.278 -3.425 -4.623  0.627
H 0.774 -2.243 0.856  -1.706
H -0.142 -4.914 -0.313  0.363
H -1.195 -3.773 0.525  0.306
H 0.151 -4.532 1.371  0.469
H 2.333 -4.295 -0.762  0.333
H 2.619 -3.712 0.868  0.450
H 2.885 -2.641 -0.499  0.297